Entry 1:
{"formula": "C3H11NO2", "method": "wB97M-V/def2-TZVPD", "e_lumo_ha": 0.0319, "charge": 0, "species": ["C", "C", "O", "C", "N", "H", "H", "H", "H", "H", "H", "H", "H", "H", "O", "H", "H"], "positions_angstrom": [[-0.85376, -0.96093, 1.22816], [-0.71849, 0.13896, 0.20577], [-0.69999, -0.32111, -1.14470], [0.45430, 1.08888, 0.46364], [0.40887, 2.12037, -0.55728], [-0.34436, -1.89495, 0.99411], [-0.41226, -0.58434, 2.14957], [-1.89523, -1.17083, 1.40487], [-1.60997, 0.79067, 0.26777], [-0.24029, 0.36866, -1.63664], [0.42465, 1.43406, 1.49965], [1.38998, 0.51701, 0.39088], [1.19792, 2.75879, -0.57628], [-0.39870, 2.70895, -0.35301], [1.38705, -2.55368, -1.27285], [0.96452, -2.67994, -2.13060], [0.94576, -1.76059, -0.93305]]}

=====

Entry 2:
{"formula": "C3H11NO2", "method": "wB97M-V/def2-TZVPD", "e_lumo_ha": 0.0172, "charge": 0, "species": ["C", "C", "N", "C", "H", "H", "H", "H", "H", "H", "H", "O", "H", "H", "O", "H", "H"], "positions_angstrom": [[-2.52234, -0.10349, 1.20475], [-1.18592, 0.14554, 0.98501], [-0.08283, -0.67564, 1.52163], [1.22490, -0.15863, 1.73346], [-2.96688, -1.06193, 1.14444], [-3.35572, 0.57991, 1.15072], [-0.78033, 1.02489, 0.66674], [0.11376, -1.56583, 1.03384], [1.44761, 0.87448, 1.79575], [1.86654, -0.57813, 0.88910], [1.64171, -0.55328, 2.70895], [2.14321, 0.17365, -2.95177], [2.47138, -0.25153, -2.06599], [2.16579, -0.65300, -3.48144], [-0.87144, 0.55572, -2.25298], [-0.02339, 0.85489, -1.81348], [-1.28605, 1.39239, -2.26873]]}

=====

Entry 3:
{"formula": "C3H11NO2", "method": "wB97M-V/def2-TZVPD", "e_lumo_ha": 0.0244, "charge": 0, "species": ["C", "C", "C", "N", "H", "H", "H", "H", "H", "H", "H", "O", "H", "H", "O", "H", "H"], "positions_angstrom": [[0.93461, -0.73076, -0.82787], [0.74509, -0.38276, 0.46708], [0.80907, -1.43978, 1.53361], [0.85975, 1.00286, 0.67352], [0.08772, -0.28750, -1.56136], [1.53142, -1.67567, -1.04711], [1.71701, -1.59698, 2.14338], [0.04252, -0.99837, 2.21916], [0.51974, -2.40251, 1.08866], [1.68877, 1.20596, 1.17633], [0.86314, 1.48872, -0.24168], [-0.63389, 2.33684, -1.92336], [-1.65237, 2.50853, -1.88688], [-0.32267, 2.79119, -2.70956], [-2.75071, -0.41699, 0.28030], [-2.60708, -1.34202, 0.13056], [-1.83213, -0.06075, 0.48521]]}

=====

The evaluated frontier orbital gap for the records listed, in turn: 10.9205, 8.5846, 8.1324 eV.
The evaluated DFT total energy for the records listed, in turn: -8874.38588, -8871.69951, -8871.76055 eV.
The evaluated energy relative to the best compared isomer or geometry (same formula, charge and spin) for the records listed, in turn: 10.0, 269.2, 263.3 kJ/mol.